Formula: C51H52HfN4O2SSbSiTe
Source: the OMol25 dataset
Level of theory: the ωB97M-V functional and the def2-TZVPD basis

Calculated values
- HOMO energy: -10.054 eV
- E_tot: -3587.91799 Ha
- Net charge: +1
- LUMO: -0.1037 Eh
- Relative energy (zero: lowest compared OMol25 entry of this formula, charge and spin): 2.661 eV

Structure (XYZ):
```
114
Properties=species:S:1:pos:R:3:lowdin_charge:R:1
Hf 0.06 -0.93 -0.69 1.43
C -4.41 -1.64 -0.85 -0.06
C -4.52 -3.01 -0.99 -0.06
C -3.39 -3.80 -1.06 -0.03
C -2.12 -3.22 -0.95 -0.26
C -1.98 -1.82 -0.78 -0.31
C -3.15 -1.07 -0.77 -0.13
C -0.90 -4.03 -0.98 -0.27
C -0.85 -5.43 -1.02 0.01
C 0.36 -6.09 -0.88 0.03
C 1.54 -5.35 -0.78 -0.13
C 2.85 -5.91 -0.48 -0.02
C 3.94 -5.16 -0.33 -0.02
C 3.97 -3.69 -0.59 -0.17
C 2.59 -3.07 -0.89 -0.13
C 1.41 -3.97 -0.91 -0.18
N 0.25 -3.34 -0.95 0.02
H -5.29 -1.02 -0.81 0.10
H -5.50 -3.47 -1.08 0.11
H -3.50 -4.86 -1.20 0.11
H -3.09 0.02 -0.69 0.03
H -1.76 -6.01 -1.11 0.11
H 0.40 -7.17 -0.84 0.13
H 2.90 -6.98 -0.33 0.12
H 4.89 -5.61 -0.08 0.12
H 4.73 -3.49 -1.35 0.15
H 2.58 -2.43 -1.79 0.12
O -0.28 1.76 2.31 -0.10
C 0.15 0.62 2.37 -0.52
O -0.01 -0.29 1.50 -0.42
H 0.75 0.33 3.27 0.14
C 4.10 -2.75 0.65 -0.15
C 2.66 -2.24 0.41 -0.24
N 2.41 -0.84 0.15 0.02
C 3.40 -0.02 0.12 -0.09
C 4.80 -0.39 0.28 -0.17
C 5.12 -1.69 0.50 0.05
C 5.88 0.57 0.11 -0.03
C 5.92 1.90 0.28 -0.02
C 4.92 2.82 0.80 -0.26
C 5.11 4.20 0.68 0.02
C 4.13 5.02 1.21 -0.11
N 3.06 4.53 1.83 0.09
C 2.98 3.21 1.93 -0.18
N 3.84 2.34 1.44 0.13
H 4.25 -3.29 1.59 0.16
H 1.94 -2.57 1.17 0.12
H 3.17 1.01 -0.09 0.10
H 6.16 -2.00 0.57 0.13
H 6.81 0.10 -0.20 0.12
H 6.85 2.39 0.04 0.11
H 5.98 4.61 0.19 0.11
H 4.18 6.09 1.14 0.11
H 2.13 2.80 2.45 0.11
C 0.17 -2.81 3.91 -0.38
Te -0.97 -2.79 2.06 1.39
C -1.63 -4.85 2.36 -0.38
H 0.92 -3.60 3.87 0.00
H -0.46 -2.97 4.77 0.00
H 0.67 -1.86 4.01 -0.02
H -2.19 -4.96 3.28 0.00
H -0.79 -5.54 2.39 0.00
H -2.28 -5.13 1.54 -0.02
S -0.58 1.61 -0.96 0.17
Sb -2.16 2.38 0.59 1.41
C -3.19 1.77 2.41 -0.31
C -3.95 2.79 2.96 -0.12
C -4.71 2.55 4.08 -0.07
C -4.70 1.29 4.67 -0.07
C -3.94 0.28 4.12 -0.06
C -3.19 0.51 2.98 -0.11
C -3.95 2.55 -0.61 -0.36
C -3.87 3.15 -1.86 -0.13
C -5.01 3.27 -2.64 -0.07
C -6.22 2.80 -2.18 -0.07
C -6.31 2.20 -0.93 -0.08
C -5.17 2.07 -0.15 -0.13
C -1.55 4.41 0.83 -0.33
C -2.48 5.43 0.73 -0.13
C -2.05 6.75 0.81 -0.07
C -0.70 7.04 0.96 -0.07
C 0.22 6.01 1.06 -0.07
C -0.20 4.70 0.98 -0.12
H -3.94 3.77 2.50 0.09
H -5.31 3.35 4.50 0.11
H -5.29 1.11 5.56 0.11
H -3.92 -0.70 4.58 0.11
H -2.61 -0.30 2.55 0.04
H -2.92 3.52 -2.21 0.10
H -4.95 3.74 -3.61 0.11
H -7.11 2.91 -2.79 0.11
H -7.26 1.84 -0.57 0.11
H -5.24 1.60 0.83 0.10
H -3.53 5.21 0.59 0.10
H -2.77 7.55 0.74 0.11
H -0.37 8.07 1.01 0.11
H 1.27 6.22 1.20 0.09
H 0.51 3.89 1.04 0.06
C 1.35 0.47 -5.50 -0.19
Si 1.85 -0.47 -3.92 0.48
C 2.86 -2.01 -4.47 -0.18
C 2.94 0.73 -2.89 -0.18
C 0.34 -0.99 -2.90 -0.43
H 2.22 0.74 -6.10 0.03
H 0.82 1.38 -5.26 0.02
H 0.69 -0.13 -6.13 0.03
H 3.20 -1.88 -5.49 0.02
H 2.25 -2.91 -4.45 0.02
H 3.75 -2.19 -3.86 0.01
H 3.46 1.43 -3.54 0.03
H 3.70 0.21 -2.31 0.01
H 2.31 1.31 -2.22 0.00
H -0.02 -1.95 -3.28 0.01
H -0.45 -0.27 -3.16 -0.02
```